DFT (ωB97M-V/def2-TZVPD) results for 3 unconnected molecules or ions with the total composition C13H15BF17O4.

Last column: Löwdin charge in e.
CARTESIAN COORDINATES (ANGSTROEM)
F1 0.36667 2.24639 1.56404  0.1391
F2 -1.71137 3.13140 -3.98723  0.1468
F3 0.73003 -0.77986 3.33434  0.1050
F4 1.01666 0.48523 5.80924  0.1073
F5 2.65507 1.51420 -4.25030  0.0821
F6 2.16459 0.14265 1.99003  0.0928
F7 -0.76005 2.21688 -6.58888  0.1024
F8 -0.50839 -1.61425 -0.99637  -0.0396
F9 -3.64094 2.38105 -4.56215  0.1364
F10 -2.43639 0.99985 6.32962  0.0894
F11 -0.26907 -0.26305 7.36967  0.0842
F12 -2.30659 3.73915 -6.60521  0.0864
F13 1.07647 -0.39996 -3.14586  0.1252
F14 0.50442 0.10148 -5.17319  0.1185
F15 0.97787 2.85766 -4.47997  0.0873
F16 -1.56700 -0.46084 4.98069  0.1422
F17 1.06338 2.10568 3.59512  0.1278
O1 -0.32850 -4.00135 -0.57707  -0.0434
O2 -1.99953 0.93099 -4.36373  0.0325
O3 0.66078 -2.24821 0.87895  -0.0906
O4 -1.02736 1.44864 3.06873  0.0374
C1 0.88946 -4.46742 -0.00019  -0.1867
C2 0.84789 0.07681 2.30438  -0.2946
C3 -2.31529 2.22950 -4.77401  -0.5336
C4 -0.94940 0.68555 -3.39959  -0.0175
C5 -1.35687 0.75131 5.52607  -0.4374
C6 0.51201 0.56547 -3.89889  -0.4459
C7 -0.13165 0.72701 6.44925  -0.3152
C8 -2.04172 2.45317 -6.26653  -0.2897
C9 1.41428 1.79863 -3.77414  -0.3003
C10 1.52037 -3.39455 1.00174  -0.3151
C11 -1.40061 1.81965 4.40353  -0.0437
C12 2.87696 -2.93928 0.33530  -0.0627
C13 0.31904 1.46967 2.66651  -0.5020
B1 -0.49770 -2.66493 0.04911  -0.8202
H1 -2.66772 1.79412 -6.87169  0.1718
H2 -1.53290 -2.75773 0.67484  0.0913
H3 -1.03475 1.35071 -2.54047  0.1450
H4 3.18293 -2.00534 0.87379  0.0655
H5 -0.91569 2.74907 4.70715  0.1380
H6 -2.45669 2.07557 4.30100  0.1431
H7 2.73933 -2.64138 -0.72853  0.0844
H8 0.30346 -0.33719 1.45518  0.1538
H9 -1.19473 -0.30510 -3.00935  0.1389
H10 1.51792 2.09893 -2.72832  0.1723
H11 1.57010 -3.69824 2.07833  0.1396
H12 1.60631 -4.44266 -0.86601  0.1040
H13 0.90119 -5.47053 0.48943  0.1092
H14 -0.03321 1.67354 6.98877  0.1677
H15 3.66689 -3.72804 0.36288  0.0709

Atoms 1-6, force components in eV/Å:
0.062 -0.152 -0.191
0.259 0.394 -0.280
-0.094 0.309 0.448
0.108 0.036 -0.525
-0.062 -0.247 0.020
0.043 0.462 0.071

- Net charge: -1
- Kohn-Sham gap: 7.42 eV
- Highest occupied orbital energy: -4.958 eV